The following is a DFT calculation (ωB97M-V with the def2-TZVPD basis set) of a molecular structure, C3H2O3Yb.

Geometry as XYZ:
```
9
Properties=species:S:1:pos:R:3:forces:R:3
Yb 4.128 0.661 0.323 0.4 -0.1 -0.1
O 0.056 0.903 0.479 -1.4 1.7 0.2
O -0.085 -1.007 -0.511 -3.2 -1.0 -1.0
O 1.950 -0.164 -0.139 -1.4 0.6 0.1
C -1.384 -0.517 -0.361 2.9 -1.8 -4.4
C -1.284 0.688 0.247 0.2 -0.8 4.0
C 0.730 -0.072 -0.107 3.0 -0.1 1.0
H -1.988 0.394 1.137 0.3 2.4 -0.4
H -2.123 -0.885 -1.067 -0.6 -0.9 0.6
```
Positions in Å, forces in eV/Å.

## Properties
* multiplicity: 2
* calculated total energy: -40778.4611 eV
* LUMO energy (alpha / beta): -14.0 / -17.1 eV
* frontier orbital gap (alpha / beta): 9.569 / 6.494 eV
* total charge: +3
* relative energy (zero: lowest compared OMol25 entry of this formula, charge and spin): 12.7 kJ/mol

The following is a DFT calculation (ωB97M-V with the def2-TZVPD basis set) of a molecular structure, C3H2O3Zn.

Geometry as XYZ:
```
9
Properties=species:S:1:pos:R:3:forces:R:3
Zn -0.422 -1.770 1.157 -0.5 -2.3 1.0
O 0.986 -0.987 0.307 2.2 1.5 -2.4
O 0.699 0.003 -1.721 0.7 0.9 0.6
O -1.572 -0.367 1.500 -1.6 4.3 0.2
C 0.691 0.068 -0.377 -2.5 -3.3 1.1
C -0.137 1.018 0.245 -1.2 4.0 0.3
C -1.288 0.852 1.093 3.0 -4.8 -1.0
H -0.011 2.021 -0.174 -0.4 -0.2 0.1
H 1.053 -0.839 -2.032 0.4 -0.1 0.3
```
Positions in Å, forces in eV/Å.

## Properties
* calculated total energy: -57699.7227 eV
* LUMO energy (alpha / beta): -0.9 / -1.3 eV
* frontier orbital gap (alpha / beta): 8.285 / 6.077 eV
* relative energy (zero: lowest compared OMol25 entry of this formula, charge and spin): 139.1 kJ/mol

The following is a DFT calculation (ωB97M-V with the def2-TZVPD basis set) of 2 unconnected molecules or ions with the total composition C3H2O4.

Geometry as XYZ:
```
9
Properties=species:S:1:pos:R:3:forces:R:3
O 2.988 1.315 0.733 0.3 0.2 2.1
O 2.577 0.728 -1.450 -0.1 -0.4 0.0
O -1.662 0.694 -0.492 1.3 -0.2 0.1
O -0.201 -2.219 0.660 1.5 -1.0 0.6
C -0.900 -1.306 0.592 -2.5 0.6 -0.9
C -1.889 -0.517 0.167 -2.6 1.1 1.3
C 2.779 0.974 -0.334 -0.2 0.2 -2.1
H -3.001 -0.482 0.614 3.0 -0.7 -0.8
H -0.691 0.813 -0.490 -0.8 0.3 -0.3
```
Positions in Å, forces in eV/Å.

## Properties
* calculated total energy: -11331.5696 eV
* LUMO energy: -0.1 eV
* frontier orbital gap: 8.414 eV
* relative energy (zero: lowest compared OMol25 entry of this formula, charge and spin): 150.4 kJ/mol
* SMILES string: O=C=CO.O=C=O

The following is a DFT calculation (ωB97M-V with the def2-TZVPD basis set) of C3H2O4 in the gas phase.

Geometry as XYZ:
```
9
Properties=species:S:1:pos:R:3:forces:R:3
O 1.249 -1.201 0.396 -1.2 -0.4 -0.1
O 0.343 0.874 0.608 -1.0 -0.5 -0.7
O 2.339 0.506 -0.329 3.3 2.0 -0.7
O -1.745 -0.119 0.449 -0.7 -0.3 0.4
C 1.434 0.211 0.320 0.0 -0.2 -0.1
C -0.562 -0.007 -0.232 -2.2 2.2 -0.5
C 0.165 -1.354 -0.295 -1.0 -1.6 0.3
H -2.390 0.622 0.350 1.2 -0.7 -0.3
H -0.832 0.468 -1.266 1.5 -0.6 1.6
```
Positions in Å, forces in eV/Å.

## Properties
* calculated total energy: -11329.0884 eV
* LUMO energy: -0.4 eV
* frontier orbital gap: 9.367 eV
* relative energy (zero: lowest compared OMol25 entry of this formula, charge and spin): 389.8 kJ/mol

The following is a DFT calculation (ωB97M-V with the def2-TZVPD basis set) of a molecular structure, C3H2O4Pb.

Geometry as XYZ:
```
10
Properties=species:S:1:pos:R:3:forces:R:3
Pb -0.394 1.559 -0.659 0.1 6.0 -4.1
O -2.142 0.855 -0.089 -3.1 -1.4 1.3
O 1.700 -1.192 0.843 -0.8 0.9 -0.8
O 1.332 0.949 0.216 2.4 -0.7 1.7
O 0.036 -0.604 -0.615 -0.2 -1.3 -0.5
C 1.132 -0.308 0.250 2.0 -2.4 1.9
C -1.103 -1.255 -0.108 -1.1 -0.2 1.1
C -2.165 -0.449 0.120 0.0 -1.5 -0.1
H -1.061 -2.291 0.243 0.3 0.5 -0.7
H -3.124 -0.910 0.390 0.4 0.2 0.2
```
Positions in Å, forces in eV/Å.

## Properties
* calculated total energy: -16579.4197 eV
* LUMO energy: -0.5 eV
* frontier orbital gap: 8.706 eV
* relative energy (zero: lowest compared OMol25 entry of this formula, charge and spin): 0.0 kJ/mol

The following is a DFT calculation (ωB97M-V with the def2-TZVPD basis set) of C3H2OS in the gas phase.

Geometry as XYZ:
```
7
Properties=species:S:1:pos:R:3:forces:R:3
S 0.282 -0.958 -1.075 0.6 0.1 -1.2
O -0.468 -0.819 1.480 0.9 0.1 -0.9
C -0.095 2.481 0.255 0.5 -1.7 -0.8
C -0.058 -0.309 0.464 -1.6 2.9 1.2
C -0.034 1.240 0.287 -0.2 2.2 0.7
H 0.386 -2.194 -0.677 -0.1 -1.2 0.3
H -0.037 3.595 0.007 -0.2 -2.4 0.7
```
Positions in Å, forces in eV/Å.

## Properties
* calculated total energy: -16023.2771 eV
* LUMO energy: 0.0 eV
* frontier orbital gap: 10.527 eV
* relative energy (zero: lowest compared OMol25 entry of this formula, charge and spin): 100.4 kJ/mol
* SMILES string: C#CC(=O)S